Computed, not measured: a molecular structure, C17H26N2OSr in a non-equilibrium geometry, with ωB97M-V/def2-TZVPD.

Results
max |F| = 0.118 hartree/bohr
relative energy (zero: lowest compared OMol25 entry of this formula, charge and spin) = 28.0 kcal per mole
frontier orbital gap (alpha / beta) = 3.8 / 5.3 eV
HOMO level (alpha / beta) = -4.3 / -5.8 eV
energy = -23908.022 eV

CARTESIAN COORDINATES (ANGSTROEM)
C -3.183 0.509 2.759
C -1.891 -1.062 3.166
H -2.456 1.303 2.555
H -4.101 0.945 3.169
H -3.457 0.010 1.821
H -2.212 -1.611 2.277
H -1.823 -1.738 4.037
H -2.778 -0.239 3.582
C 1.189 3.017 -2.779
C 1.194 3.712 -3.990
C 1.133 2.990 -5.185
C 1.067 1.595 -5.146
H 1.216 3.520 -1.803
H 1.257 4.802 -3.974
H 1.143 3.507 -6.144
H 1.022 0.989 -6.051
N 1.162 1.663 -2.747
C 1.080 0.937 -3.904
C 1.007 -0.538 -3.766
N 1.233 -1.042 -2.517
C 1.139 -2.370 -2.283
C 0.617 -2.778 -4.598
C 0.840 -3.272 -3.308
H 1.317 -2.697 -1.251
H 0.786 -4.334 -3.085
C 0.694 -1.401 -4.831
H 0.500 -0.960 -5.805
H 0.384 -3.450 -5.420
Sr 1.043 0.460 -0.592
C -1.459 0.108 -0.967
H -1.675 -0.923 -1.290
H -1.705 0.788 -1.800
H -2.091 0.352 -0.101
C -0.458 0.322 5.175
C 0.279 -0.282 3.977
C 1.344 0.721 3.521
C 0.945 -1.611 4.356
O -0.630 -0.490 2.863
H 0.250 0.683 5.933
H -1.109 -0.415 5.660
H -1.069 1.176 4.851
H 2.048 0.925 4.345
H 1.932 0.342 2.670
H 0.890 1.683 3.241
H 0.218 -2.352 4.717
H 1.494 -2.042 3.507
H 1.675 -1.452 5.160

Löwdin population analysis, charges in e, atoms 1 to 2:
1. C -0.057
2. C -0.173